(1)
Formula: C4H9NO2
Source: the OMol25 dataset
Level of theory: ωB97M-V/def2-TZVPD

The geometry in XYZ format:
```
16
Properties=species:S:1:pos:R:3:nbo_charge:R:1
C 2.806 -0.244 0.006 -0.699
C 1.620 0.513 -0.463 0.067
N 0.386 0.099 -0.726 -0.122
O 0.163 -1.299 -0.266 -0.618
H 2.270 -1.222 0.384 0.245
H 3.298 0.198 0.811 0.222
H 3.542 -0.467 -0.793 0.238
H 1.915 1.599 -0.576 0.187
H -0.857 -1.322 -0.263 0.494
C -1.535 1.163 0.177 -0.432
C -2.160 0.041 0.454 0.059
O -2.860 -0.793 -0.381 -0.718
H -1.903 1.651 -0.741 0.208
H -1.200 1.880 0.943 0.226
H -1.983 -0.463 1.398 0.153
H -3.503 -1.334 0.036 0.490
```

The value obtained for the relative energy (zero: lowest compared OMol25 entry of this formula, charge and spin) is 533.3 kJ/mol. As for the SMILES: C/C=N\O.C=CO. The calculation puts the gap between HOMO and LUMO at 9.227 eV. Its HOMO energy is -8.442 eV.

***

(2)
Formula: C34H34ClN4O3OsS
Source: the OMol25 dataset
Level of theory: ωB97M-V/def2-TZVPD

The geometry in XYZ format:
```
78
Properties=species:S:1:pos:R:3:mulliken_spin:R:1
Os -0.350 -0.114 0.939 2.699
C -0.348 -1.393 3.718 -0.017
C 1.181 -1.213 3.626 0.048
C 1.942 -1.567 2.375 -0.011
C 3.109 -2.287 2.449 -0.004
C 3.915 -2.380 1.324 0.014
C 3.488 -1.858 0.107 -0.009
C 2.248 -1.269 0.077 -0.020
N 1.486 -1.076 1.188 -0.032
N -1.090 -0.293 3.115 0.187
C -0.887 1.017 3.782 0.008
C 0.076 1.948 3.072 0.019
C 0.558 3.115 3.611 -0.008
C 1.380 3.944 2.843 0.020
C 1.681 3.601 1.516 -0.003
C 1.152 2.428 1.043 -0.079
N 0.394 1.631 1.807 -0.047
C -2.509 -0.604 2.923 -0.010
C -3.131 0.355 1.959 0.016
C -4.457 0.800 2.080 -0.006
C -4.915 1.785 1.208 0.010
C -4.042 2.284 0.243 -0.005
C -2.740 1.784 0.168 -0.001
N -2.310 0.829 1.005 -0.035
H -0.608 -1.480 4.792 -0.005
H -0.620 -2.318 3.207 -0.003
H 1.603 -1.808 4.413 0.000
H 1.451 -0.178 3.870 0.003
H 3.425 -2.703 3.390 0.000
H 4.865 -2.892 1.392 0.000
H 4.109 -1.987 -0.771 0.000
H 1.871 -0.879 -0.854 0.030
H -0.563 0.898 4.815 -0.002
H -1.847 1.512 3.849 0.001
H 0.357 3.341 4.647 0.000
H 1.809 4.845 3.300 0.000
H 2.330 4.252 0.904 0.001
H 1.367 2.062 0.052 0.068
H -3.052 -0.602 3.888 0.004
H -2.544 -1.600 2.477 -0.003
H -5.092 0.384 2.857 0.000
H -5.929 2.107 1.275 0.000
H -4.361 3.078 -0.424 0.000
H -2.069 2.065 -0.612 0.007
Cl -6.232 -4.749 -3.302 0.194
C -4.881 -4.138 -2.462 0.254
C -4.905 -2.863 -1.820 0.104
C -3.773 -2.380 -1.262 0.024
C -2.555 -3.114 -1.253 0.142
C -2.546 -4.357 -1.910 -0.005
C -3.655 -4.869 -2.490 0.102
C -1.297 -2.558 -0.667 0.075
O -0.200 -2.964 -1.060 0.120
O -1.492 -1.614 0.215 0.059
H -5.844 -2.339 -1.848 0.001
H -3.732 -1.425 -0.774 -0.005
H -1.615 -4.898 -1.896 -0.002
H -3.639 -5.789 -3.041 0.000
C 5.812 2.494 -3.773 0.000
C 4.470 1.920 -3.505 0.001
C 4.247 0.593 -3.864 0.000
C 3.018 0.009 -3.659 0.001
C 2.021 0.762 -3.066 0.004
C 2.232 2.088 -2.707 -0.004
C 3.471 2.670 -2.897 -0.002
S 0.418 0.039 -2.847 0.015
C -0.604 0.921 -3.985 0.006
O -0.119 0.485 -1.471 0.081
H 6.559 1.767 -3.442 0.000
H 5.989 3.421 -3.222 0.000
H 6.012 2.675 -4.826 0.000
H 5.061 0.020 -4.302 0.000
H 2.845 -1.004 -3.993 0.000
H 1.407 2.655 -2.303 0.000
H 3.648 3.695 -2.640 0.000
H -0.673 1.990 -3.716 0.000
H -1.598 0.494 -3.897 0.000
H -0.181 0.797 -4.965 0.002
```

The value obtained for the relative energy (zero: lowest compared OMol25 entry of this formula, charge and spin) is 8.2 kJ/mol. The spin multiplicity is 5. The calculation puts the gap between HOMO and LUMO (spin up / spin down) at 6.646 / 3.921 eV. The net charge is +3. Its HOMO energy (spin up / spin down) is -14.978 / -15.772 eV.

***

(3)
Formula: C22H47F3N5O5
Source: the OMol25 dataset
Level of theory: ωB97M-V/def2-TZVPD

The geometry in XYZ format:
```
82
Properties=species:S:1:pos:R:3:mulliken_charge:R:1
C -1.191 -1.261 0.766 -1.191
C -1.254 -0.247 -0.391 1.385
C -2.602 0.506 -0.347 -0.966
C -2.285 1.737 0.548 -0.543
N -0.831 1.601 0.938 0.394
C -0.206 2.876 1.408 -0.224
C -0.604 3.170 2.855 -0.897
C 0.390 2.582 3.831 0.719
F 0.446 1.232 3.684 -0.254
F 0.073 2.837 5.084 -0.290
F 1.634 3.028 3.617 -0.237
C -0.269 0.920 -0.287 -0.644
C 1.243 0.736 -0.389 -0.568
C 2.062 0.251 0.820 0.398
O 3.307 -0.297 0.401 -0.604
H -0.250 -1.311 1.325 -0.216
H -1.434 -2.268 0.409 0.435
H -1.969 -1.024 1.509 0.450
H -1.108 -0.744 -1.358 0.098
H -2.868 0.862 -1.347 0.382
H -3.399 -0.096 0.090 0.455
H -2.354 2.666 -0.031 0.291
H -2.928 1.862 1.423 0.358
H -0.803 0.947 1.727 0.581
H -0.529 3.677 0.734 0.452
H 0.877 2.772 1.311 -0.227
H -0.665 4.250 3.035 0.444
H -1.584 2.753 3.118 0.310
H -0.551 1.604 -1.104 0.100
H 1.400 0.019 -1.210 0.252
H 1.671 1.690 -0.713 0.375
H 1.527 -0.495 1.419 -0.325
H 2.352 1.103 1.445 -0.024
H 3.134 -1.095 -0.113 0.363
C -5.378 -3.978 -1.084 -1.593
C -4.268 -2.967 -1.233 0.957
O -3.910 -2.257 -0.295 -0.600
N -3.660 -2.861 -2.430 0.049
C -3.912 -3.604 -3.650 -0.929
H -5.746 -3.930 -0.065 0.321
H -6.197 -3.763 -1.771 0.395
H -5.017 -4.987 -1.288 0.393
H -2.917 -2.179 -2.468 0.090
H -3.012 -4.138 -3.951 0.231
H -4.183 -2.923 -4.456 0.276
H -4.719 -4.314 -3.498 0.422
C 2.509 5.662 1.090 -1.002
C 2.958 4.799 -0.067 0.785
O 2.380 3.758 -0.370 -0.569
N 4.036 5.210 -0.763 -0.232
C 4.848 6.396 -0.556 -0.892
H 1.640 5.199 1.549 -0.107
H 3.294 5.751 1.841 0.392
H 2.240 6.663 0.752 0.423
H 4.292 4.589 -1.515 0.241
H 4.834 7.031 -1.442 0.297
H 5.881 6.122 -0.343 0.298
H 4.468 6.970 0.282 0.342
C 0.331 -2.503 4.443 -0.981
C 1.121 -3.194 3.355 0.761
O 1.554 -2.582 2.387 -0.566
N 1.340 -4.522 3.489 -0.212
C 0.913 -5.401 4.561 -0.881
H 0.255 -1.450 4.187 -0.162
H -0.670 -2.926 4.530 0.377
H 0.829 -2.595 5.408 0.502
H 1.877 -4.921 2.735 0.251
H 1.772 -5.855 5.055 0.295
H 0.274 -6.197 4.177 0.294
H 0.351 -4.842 5.302 0.332
C 0.977 -2.615 -4.019 -1.424
C -0.180 -1.738 -4.435 0.847
O -1.332 -1.997 -4.105 -0.638
N 0.093 -0.655 -5.198 -0.172
C 1.382 -0.205 -5.691 -0.884
H 0.585 -3.431 -3.421 0.287
H 1.490 -3.025 -4.889 0.466
H 1.703 -2.053 -3.429 0.332
H -0.724 -0.122 -5.454 0.231
H 1.607 0.799 -5.330 0.278
H 1.395 -0.191 -6.781 0.310
H 2.165 -0.874 -5.351 0.338
```

The calculation puts the gap between HOMO and LUMO at 9.393 eV. The net charge is +1. Its HOMO energy is -11.180 eV.

***

(4)
Formula: C3H2O4Rh
Source: the OMol25 dataset
Level of theory: ωB97M-V/def2-TZVPD

The geometry in XYZ format:
```
10
Properties=species:S:1:pos:R:3:mulliken_spin:R:1
O 1.616 0.399 0.148 0.024
C 2.607 -0.179 -0.088 0.009
O 3.631 -0.656 -0.289 0.016
O -1.963 1.452 -0.104 0.173
C -2.926 0.620 -0.239 0.684
C -2.511 -0.823 0.061 0.164
O -1.200 -1.056 0.459 0.468
Rh -0.344 0.569 0.478 2.486
H -2.777 -1.384 -0.865 -0.011
H -3.249 -1.170 0.820 -0.013
```

The value obtained for the relative energy (zero: lowest compared OMol25 entry of this formula, charge and spin) is 130.4 kJ/mol. The spin multiplicity is 5. The calculation puts the gap between HOMO and LUMO (spin up / spin down) at 9.261 / 8.430 eV. The net charge is +1. Its HOMO energy (spin up / spin down) is -13.918 / -15.074 eV.